1.
Density functional theory data (the ωB97M-V functional and the def2-TZVPD basis) for an isolated ion of composition C4H7O4S and charge -1 at a distorted geometry.

The geometry in XYZ format:
```
16
Properties=species:S:1:pos:R:3:forces:R:3:nbo_charge:R:1
S 2.294137 -0.394801 -0.037046 0.328 2.002 1.459 2.382
O 2.640465 -0.928658 1.275189 -0.066 0.798 0.057 -1.014
O 2.174368 -1.451612 -0.980863 -0.562 -1.469 -1.996 -1.033
O 3.084843 0.762022 -0.512100 -0.222 -0.825 0.344 -1.039
O 0.955018 1.954843 0.578225 -1.273 -2.582 -0.508 -0.802
C -0.278309 -0.071774 1.125176 0.098 -0.814 -1.505 -0.186
C 0.150332 0.668181 -1.338413 -1.046 2.269 -0.221 -0.653
C 0.563388 0.442241 0.060152 4.082 4.199 1.038 -0.016
C -0.339051 -1.371259 1.364469 -0.694 2.299 1.376 -0.411
H -0.800458 1.162078 -1.423187 -1.266 -0.556 0.346 0.199
H 1.739671 2.142478 0.045362 0.217 -0.283 0.062 0.486
H 0.245263 -0.185939 -1.891945 -0.320 -2.432 -1.431 0.234
H 0.469006 -1.946638 1.052836 0.593 -1.717 -0.697 0.236
H -0.960556 -1.465286 2.219963 -0.384 -1.601 0.664 0.186
H 0.653682 1.431185 -1.937138 1.277 -0.139 0.762 0.231
H -0.812302 0.616726 1.720781 -0.762 0.849 0.251 0.200
```
Positions in Å, forces in eV/Å.

Summary:
maximum force = 5.9 eV Å⁻¹
orbital gap = 9.17 eV
energy relative to the best compared isomer or geometry (same formula, charge and spin) = 112.59 kJ/mol
HOMO energy = -5.25 eV
total charge = -1
structure (SMILES) = C=C[C@@](C)(O)S(=O)(=O)[O-]
multiplicity = 1

***

2.
Density functional theory data (the ωB97M-V functional and the def2-TZVPD basis) for C31H32B2F4GdI2N5O5Te as an isolated structure at a distorted geometry.

The geometry in XYZ format:
```
83
Properties=species:S:1:pos:R:3:forces:R:3:lowdin_spin:R:1
Gd 1.243360 0.161204 -0.477515 -0.574 -3.704 2.240 5.082
I 7.205915 -4.214875 1.846425 -0.155 -0.009 -0.013 0.000
I 1.656201 -5.386941 -0.220385 -0.045 -0.296 -0.485 0.003
Te -2.803950 -2.197376 0.807244 -0.410 -0.170 -0.668 0.794
F -3.154426 0.731476 -2.919949 2.239 0.853 0.603 0.000
F 4.691806 2.868775 -2.127966 -0.141 0.355 -0.316 0.000
F -0.013910 -0.060995 1.145491 0.006 0.427 -0.549 -0.035
F 5.656249 1.496860 -0.464906 -0.860 0.741 -1.002 0.000
O 3.551515 2.288074 -0.149615 0.069 -0.190 0.831 -0.002
O 1.821225 -2.184921 -0.417576 -0.352 0.663 -0.302 -0.014
O -1.032742 -0.036502 -3.158122 1.870 -1.388 -0.370 0.000
O -1.457054 2.068582 -1.851077 0.698 -1.282 -0.597 0.000
O 4.112964 0.577207 -1.901042 -0.504 0.532 -0.864 0.001
N -0.112096 2.099676 -1.338930 -0.268 3.751 -0.197 0.000
N 2.236980 2.253360 -0.430171 0.440 2.654 -0.906 -0.020
N 3.127375 -0.527783 1.217344 1.171 1.076 1.194 -0.010
N 0.394056 -0.113090 -2.834952 -0.376 1.796 -1.824 -0.007
N 2.829733 0.474357 -2.333882 -0.322 0.315 -1.117 0.003
C -0.372446 4.532340 -1.803061 0.253 0.987 1.754 0.000
C 0.412506 3.411759 7.627888 0.186 -0.290 0.826 0.016
C 1.726245 3.422506 -0.703112 0.720 -1.273 1.119 0.004
C 5.285258 -3.607687 1.295403 -1.339 0.494 0.000 0.000
C 0.360877 3.362886 -1.223177 -2.456 -3.433 -0.959 0.002
C 4.953511 -0.150499 2.780403 0.129 -0.635 0.360 0.000
C -5.139250 -2.639405 -1.298998 0.010 -0.715 1.324 0.040
C 0.712487 -0.082637 -5.328214 -0.141 0.678 2.364 0.000
C 2.837737 -2.690222 0.209463 -1.333 -0.191 -0.642 -0.001
C 5.446109 -1.396650 2.584007 -0.779 -2.056 -0.986 0.000
C -5.729848 -3.086280 1.055776 -0.012 0.468 -0.779 0.038
C 3.511547 0.941527 -4.640997 0.423 -1.315 -0.512 0.000
C 1.145238 0.158586 -3.887800 -1.911 -0.929 1.039 0.001
C -9.007019 -3.083483 -0.920538 0.280 0.475 -1.096 0.009
C 3.553900 -1.815827 1.069817 2.316 -0.445 0.415 0.000
C 0.819238 3.366999 5.398812 -1.097 -0.174 -1.286 0.121
C 1.428622 3.603241 6.671841 -1.746 -0.125 0.700 0.346
C -5.353611 -3.424460 2.461553 -0.071 0.580 1.395 0.007
C -6.489255 -2.736682 -1.641120 -0.593 -0.465 0.149 -0.009
C 4.771477 -2.303637 1.672522 0.654 0.601 0.023 0.000
C 3.186072 -4.063081 0.147970 0.283 1.522 0.594 -0.001
C 2.511515 0.592562 -3.593602 1.875 -0.767 1.491 0.002
C -0.758315 2.987213 6.986342 0.232 0.603 1.208 0.332
C 3.829541 0.259174 2.071778 -1.247 -0.417 -1.080 -0.001
C -4.744499 -2.753940 0.099051 -0.129 0.184 -1.112 0.053
C 4.454778 -4.471165 0.586116 0.653 -0.502 0.354 0.000
C 2.469375 4.683603 -0.479738 0.488 1.015 0.664 0.000
C -0.511409 3.087650 5.574096 0.915 -0.285 -0.837 0.150
C -7.056371 -3.087457 0.653786 -0.887 -0.084 -0.928 -0.010
C -7.515785 -2.954381 -0.685699 1.615 -0.009 1.040 0.050
C -4.129871 -2.602013 -2.422598 -0.088 0.285 0.176 0.007
B 4.505546 1.875850 -1.206612 1.500 -1.734 1.337 0.000
B -1.812403 0.916804 -2.626043 -1.828 0.927 0.853 0.001
H -6.121507 -4.003764 3.053743 0.397 1.016 -0.787 0.000
H -1.439857 4.404229 -1.750354 -0.321 -0.348 -0.043 0.000
H -6.695337 -2.727797 -2.714230 -0.268 0.079 0.298 -0.001
H 4.776698 -5.512692 0.364186 -0.214 0.892 0.313 0.000
H -9.424383 -2.076272 -1.069180 -0.009 -0.188 0.098 0.004
H 3.079406 1.495600 -5.497853 0.389 -0.063 0.669 0.000
H 1.579817 -0.495644 -5.797444 0.232 -0.234 -0.735 0.000
H -1.686869 2.641676 7.472702 0.661 0.390 -0.370 0.016
H -5.032149 -2.464859 3.015787 -0.452 -1.707 -0.576 0.005
H -0.134002 -0.742447 -5.253972 -0.198 -0.344 -0.443 0.000
H 0.400608 0.860495 -5.729988 -0.061 0.453 -0.738 0.000
H -3.637960 -3.572685 -2.603089 -0.054 0.367 0.426 0.002
H -9.473719 -3.509473 -0.030730 -0.066 -0.134 -0.327 0.000
H -1.262748 2.948455 4.820773 0.022 -0.213 -0.283 0.005
H 3.500078 1.282860 2.232734 -0.251 -0.229 -0.327 0.000
H -7.815070 -3.201138 1.416183 -0.054 -0.276 0.146 -0.001
H 2.413027 3.962119 6.824177 0.733 0.107 0.251 0.020
H -4.516781 -4.114513 2.393990 0.361 0.226 0.296 0.002
H -3.401205 -1.831951 -2.179219 0.362 -0.184 -0.216 0.002
H 1.319524 3.406740 4.447329 0.072 0.143 -0.126 0.002
H 1.956224 5.341275 0.293407 0.372 -0.808 -1.008 0.000
H 2.525973 5.231538 -1.426028 0.045 0.148 0.204 0.000
H -4.604709 -2.336422 -3.366798 -0.112 0.115 0.053 0.000
H 3.911583 -0.038384 -5.052413 -0.348 1.028 0.293 0.000
H 6.260630 -1.815693 3.166170 0.129 0.338 -0.151 0.000
H 5.413049 0.427235 3.559095 -0.046 0.657 -0.044 0.000
H 0.525226 3.549077 8.695441 0.033 -0.163 -0.095 -0.006
H 3.509217 4.485314 -0.113651 -1.114 0.082 -0.471 0.000
H 4.354522 1.411291 -4.116024 -0.312 0.211 -0.555 0.000
H -0.170711 5.487803 -1.229526 0.188 -1.062 -0.904 0.000
H -9.268525 -3.639606 -1.860058 0.312 0.227 0.996 0.001
H -0.094751 4.597343 -2.840890 0.211 0.373 -0.470 0.000
```
Positions in Å, forces in eV/Å.

Summary:
maximum force = 4.4 eV Å⁻¹
orbital gap (alpha / beta) = 4.73 / 4.74 eV
⟨S²⟩ = 15.86
HOMO energy (alpha / beta) = -6.87 / -6.88 eV
total charge = 0
multiplicity = 8

***

| no. | DFT total energy (hartree) |
| --- | --- |
| 1 | -855.76442 |
| 2 | -3928.70124 |